[1]
The following is a quantum chemistry calculation of a gas-phase ion, C5H8N (charge +1) in a non-equilibrium geometry, from OMol25.

ORCA input file:
```
! wB97M-V def2-TZVPD RIJCOSX def2/J DEFGRID3
* xyz 1 3
N 0.6043 0.2200 0.2410
C 3.1014 -0.5615 -0.1891
C 2.8501 0.7399 0.0545
C -0.6366 -0.6035 0.1125
C -1.9860 0.1032 -0.1846
C 1.7567 -0.0658 -0.0525
H -2.2566 0.7502 0.5899
H 3.7099 -1.3593 -0.3937
H -1.8425 0.5808 -1.2195
H -2.7332 -0.6630 -0.1324
H 3.3476 1.6983 -0.1033
H 0.3612 1.2147 0.3957
H -0.5680 -1.2429 0.9898
H -0.2377 -1.4701 -0.6317
*
```

Computed properties:
E	-249.50966	a.u.
relative energy (zero: lowest compared OMol25 entry of this formula, charge and spin)	117.0	kcal per mole
LUMO level (alpha / beta)	-0.1284 / -0.3187	hartree
E_HOMO (alpha / beta)	-11.009 / -16.794	eV
gap between HOMO and LUMO (alpha / beta)	0.27623 / 0.29841	Ha



[2]
The following is a quantum chemistry calculation of a molecular structure, C26H47O2Si2Tb in a non-equilibrium geometry, from OMol25.

ORCA input file:
```
! wB97M-V def2-TZVPD RIJCOSX def2/J DEFGRID3
* xyz 0 7
Tb 0.3244 -0.1506 1.0548
Si -3.3283 0.9324 -0.8106
Si -3.8899 -1.1612 1.4406
O 0.2103 -0.7878 -2.5685
O 3.5578 1.1939 -0.6682
C -2.0387 1.9092 -1.7597
C -3.7881 -0.2010 3.0816
C -3.7312 -3.0017 1.8666
C 2.4008 -1.8635 -2.5262
C 4.7899 3.1016 0.2836
C 1.5694 -2.4420 -3.6768
C 0.9169 -2.6980 0.5569
C -2.6544 -0.5182 0.1982
C -0.6151 1.8376 2.4157
C 1.3063 2.1090 1.1495
C 0.4795 1.2942 3.1561
C 5.3509 1.7610 -1.8762
C 1.6697 1.4489 2.3691
C 1.5320 -0.7344 -1.9409
C 0.1655 -1.8576 -3.5436
C -0.2139 -2.1336 2.4835
C 3.9190 1.2749 -2.1392
C -4.6357 0.3469 -2.0411
C 1.8545 -2.0884 1.4655
C -0.1031 2.3813 1.1848
C -0.3547 -2.7103 1.1876
C -5.7081 -1.1739 0.8367
C 4.8807 1.7587 -0.3920
C 5.7631 0.9045 0.4888
C -4.2476 2.1572 0.3235
C 1.1695 -1.8447 2.6915
H -1.2649 -3.1420 0.7575
H 1.9790 2.4665 0.3639
H -5.1791 1.7645 0.7506
H 1.9692 -2.1620 -4.6593
H -2.0647 2.9825 -1.5158
H -4.1754 -0.3181 -2.7892
H 2.5066 -2.6660 -1.8103
H 1.6463 -1.6411 3.6669
H -2.7580 -0.1657 3.4714
H -4.5161 3.0033 -0.3257
H -4.4046 -0.7133 3.8393
H -1.0685 1.5041 -1.4754
H -4.5909 -3.3443 2.4651
H 1.4854 -3.5386 -3.6365
H -5.8087 -1.7743 -0.0806
H 1.1536 -3.2006 -0.3805
H 3.3784 -1.4979 -2.8351
H 4.2762 2.9712 1.2492
H 2.9155 -1.8825 1.2499
H 5.3813 0.8966 1.5121
H -2.0506 1.8511 -2.8570
H 3.9160 0.2974 -2.6659
H -1.0377 -1.9305 3.1858
H 5.5763 2.7341 -2.3067
H -0.2141 -1.4248 -4.4864
H 6.7608 1.3688 0.5017
H 5.9093 -0.1110 0.1188
H 4.2430 3.8614 -0.2874
H -5.4904 -0.1705 -1.5796
H 3.2844 2.0080 -2.6703
H 2.0255 0.2451 -2.1686
H 2.6953 1.1690 2.6511
H -4.1633 0.8318 3.0095
H -3.7258 -3.6022 0.9440
H -0.6066 -2.5786 -3.2208
H -3.6398 2.5595 1.1429
H -6.3424 -1.6479 1.6044
H -1.6668 1.8827 2.6894
H -6.1329 -0.1835 0.6292
H -4.9950 1.2524 -2.5573
H 6.1187 1.0159 -2.1315
H 0.4098 0.8950 4.1826
H -2.1630 -1.2856 -0.4717
H 1.5805 -0.8412 -0.7987
H -0.6771 2.9546 0.4653
H 5.7926 3.4791 0.5286
H -2.8187 -3.2167 2.4395
*
```

Computed properties:
E	-2572.66526	a.u.
relative energy (zero: lowest compared OMol25 entry of this formula, charge and spin)	96.2	kcal per mole
LUMO level (alpha / beta)	-0.0405 / 0.0160	hartree
E_HOMO (alpha / beta)	-7.111 / -5.285	eV
gap between HOMO and LUMO (alpha / beta)	0.22086 / 0.21026	Ha



[3]
The following is a quantum chemistry calculation of 2 unconnected molecules or ions with the total composition C7H11FO in a non-equilibrium geometry, from OMol25.

ORCA input file:
```
! wB97M-V def2-TZVPD RIJCOSX def2/J DEFGRID3
* xyz 0 1
F -3.2572 -1.3811 -2.5151
O -1.4446 -2.4046 -3.2090
C 0.8357 0.5558 -1.3533
C 0.7745 -1.4627 0.1496
C -2.5216 0.2855 0.2955
C -1.9320 -1.6392 -2.3702
C 0.4820 0.6982 1.1564
C 0.1365 -0.0626 -0.0968
C -1.3264 -0.0175 -0.1404
H -2.9056 0.7506 1.2140
H 1.5791 0.4000 1.3650
H 0.4651 -0.1555 -2.1707
H 0.4997 1.7833 0.9458
H 0.6230 -2.1611 -0.6950
H 1.8916 -1.2456 0.1796
H 1.9383 0.5508 -1.3790
H 0.2307 1.4787 -1.5455
H -0.2010 0.4917 1.9918
H 0.3038 -1.9765 0.9463
H -3.4687 0.0268 -0.3421
*
```

Computed properties:
E	-448.23166	a.u.
relative energy (zero: lowest compared OMol25 entry of this formula, charge and spin)	83.8	kcal per mole
LUMO level (alpha / beta)	-0.0531 / -0.0160	hartree
E_HOMO (alpha / beta)	-8.158 / -9.392	eV
gap between HOMO and LUMO (alpha / beta)	0.24675 / 0.32913	Ha



[4]
The following is a quantum chemistry calculation of a molecular structure, C5H9EuMgO4 in a non-equilibrium geometry, from OMol25.

ORCA input file:
```
! wB97M-V def2-TZVPD RIJCOSX def2/J DEFGRID3
* xyz 1 8
Eu 4.0814 0.7909 0.6233
Mg 0.7909 0.7590 -0.0207
O -1.1618 1.0014 0.5563
O 2.1639 -0.6309 0.5608
O 2.4311 1.6377 -0.6695
O -0.4221 -1.8924 -0.2964
C -2.0531 1.9009 1.1776
C 0.7859 -2.4854 -0.1189
C -0.5716 -0.6531 -1.0498
C -1.7224 0.1069 -0.4482
C 1.9291 -1.9390 0.3324
H 2.7916 -2.6058 0.4303
H -1.4688 2.5358 1.8530
H -2.5580 2.5314 0.4294
H 0.7496 -3.5731 -0.2237
H -2.4687 -0.5236 0.0656
H -2.8054 1.3378 1.7499
H 2.5389 1.8878 -1.6550
H -0.8067 -0.9163 -2.0902
H -2.2240 0.7298 -1.2065
*
```

Computed properties:
E	-1407.07018	a.u.
relative energy (zero: lowest compared OMol25 entry of this formula, charge and spin)	8.0	kcal per mole
LUMO level (alpha / beta)	-0.1841 / -0.1801	hartree
E_HOMO (alpha / beta)	-9.995 / -10.002	eV
gap between HOMO and LUMO (alpha / beta)	0.18324 / 0.18745	Ha